1.
The following is a DFT calculation (ωB97M-V with the def2-TZVPD basis set) of a 8-piece molecular cluster, C48H57FN9O8PS overall in a non-equilibrium geometry.

Results
Lowest unoccupied orbital energy   -1.93 eV
Kohn-Sham gap   6.17 eV
Structure (SMILES)   NCC1=C(P(O)(O)=S)C(=O)c2c(C[C@@H]3CO3)c(C(=O)NC(=O)F)cc(CCCCO)c2C1=O.c1cc[nH]c1.c1cc[nH]c1.c1cc[nH]c1.c1cc[nH]c1.c1cc[nH]c1.c1cc[nH]c1.c1cc[nH]c1
Highest occupied orbital energy   -8.092 eV

Positions of all 125 atoms, in Å:
N -6.361 -4.880 -3.329
C -5.042 -4.428 -2.805
C -4.964 -2.859 -2.671
C -4.637 -2.019 -3.707
P -4.248 -2.632 -5.418
O -3.990 -1.342 -6.462
O -5.354 -3.707 -6.014
S -2.519 -3.551 -5.301
C -4.542 -0.464 -3.448
O -4.932 0.346 -4.251
C -3.941 -0.095 -2.044
C -3.044 1.061 -1.878
C -2.695 1.989 -3.086
C -4.022 2.979 -3.330
C -4.038 4.306 -2.363
O -4.971 3.028 -2.221
C -2.476 1.323 -0.526
C -1.486 2.487 -0.272
O -1.771 3.631 -0.056
N -0.038 2.129 -0.247
C 0.455 1.793 -1.552
O 0.257 0.753 -2.095
F 1.261 2.698 -2.235
C -2.871 0.429 0.559
C -3.766 -0.730 0.419
C -4.079 -1.624 1.650
C -2.767 -2.460 2.037
C -2.514 -3.642 1.003
C -1.258 -4.518 1.417
O -0.723 -5.248 0.286
C -4.308 -1.001 -0.913
C -5.238 -2.224 -1.254
O -6.111 -2.634 -0.531
H -7.004 -4.773 -2.530
H -6.662 -4.133 -3.972
H -4.163 -4.814 -3.389
H -4.900 -4.824 -1.754
H -3.075 -1.062 -6.243
H -4.810 -4.479 -6.283
H -2.572 1.442 -4.052
H -1.856 2.685 -2.842
H -4.407 3.107 -4.409
H -3.747 4.180 -1.293
H -4.957 4.935 -2.512
H 0.101 1.306 0.351
H -2.433 0.611 1.574
H -4.435 -1.023 2.539
H -4.875 -2.394 1.471
H -2.998 -2.945 3.022
H -1.889 -1.764 2.078
H -3.432 -4.302 0.942
H -2.351 -3.229 -0.037
H -1.541 -5.235 2.242
H -0.468 -3.800 1.786
H 0.249 -5.212 0.359
C 0.752 4.906 4.405
C 1.020 3.519 4.287
C 0.350 3.067 3.179
N -0.317 4.127 2.627
C -0.073 5.251 3.365
H 1.122 5.575 5.166
H 1.636 2.920 4.940
H 0.289 2.084 2.738
H -0.897 4.086 1.804
H -0.508 6.198 3.087
C 3.547 -1.599 3.868
C 3.809 -2.987 3.732
C 3.137 -3.423 2.620
N 2.474 -2.352 2.081
C 2.725 -1.235 2.833
H 3.922 -0.941 4.636
H 4.422 -3.597 4.377
H 3.071 -4.400 2.168
H 1.895 -2.381 1.259
H 2.295 -0.281 2.569
C 2.270 -9.360 0.550
C 1.050 -9.946 0.973
C 0.050 -9.046 0.704
N 0.619 -7.938 0.140
C 1.972 -8.123 0.038
H 3.255 -9.796 0.613
H 0.920 -10.918 1.422
H -1.015 -9.098 0.866
H 0.119 -7.113 -0.155
H 2.604 -7.360 -0.389
C 1.125 10.054 1.903
C 0.347 10.770 0.957
C -0.532 9.881 0.394
N -0.312 8.654 0.961
C 0.693 8.753 1.885
H 1.912 10.448 2.527
H 0.424 11.819 0.717
H -1.292 10.015 -0.359
H -0.812 7.813 0.734
H 1.014 7.890 2.447
C 3.501 8.289 -0.283
C 4.559 8.250 -1.229
C 4.373 7.134 -2.004
N 3.247 6.495 -1.561
C 2.706 7.196 -0.516
H 3.340 9.034 0.479
H 5.364 8.960 -1.329
H 4.944 6.740 -2.830
H 2.873 5.644 -1.945
H 1.807 6.855 -0.029
C 3.741 1.521 -6.800
C 4.727 2.070 -5.941
C 4.157 2.206 -4.701
N 2.864 1.765 -4.779
C 2.604 1.341 -6.054
H 3.853 1.283 -7.846
H 5.740 2.334 -6.202
H 4.558 2.579 -3.772
H 2.207 1.754 -4.019
H 1.635 0.949 -6.320
C 5.232 -7.207 6.823
C 5.720 -6.458 5.721
C 6.189 -5.267 6.213
N 5.999 -5.266 7.569
C 5.421 -6.447 7.949
H 4.793 -8.192 6.793
H 5.728 -6.758 4.685
H 6.640 -4.421 5.718
H 6.246 -4.515 8.189
H 5.193 -6.643 8.984

---

2.
The following is a DFT calculation (ωB97M-V with the def2-TZVPD basis set) of C16H19N7OReS as an isolated structure.

Results
Multiplicity   4
Net charge   +2
<S²>   3.792
Lowest unoccupied orbital energy (alpha / beta)   -7.63 / -7.83 eV
Kohn-Sham gap (alpha / beta)   6.34 / 6.31 eV
Highest occupied orbital energy (alpha / beta)   -13.970 / -14.138 eV

Positions of all 45 atoms, in Å:
Re 0.020 0.419 -0.351
C 0.083 2.734 2.541
C 0.279 1.427 2.254
C 1.213 1.334 1.085
C 1.560 2.751 0.790
C 0.886 3.557 1.631
H -0.519 3.124 3.348
H -0.086 0.574 2.802
H 2.035 0.621 1.196
H 2.266 3.048 0.030
H 0.946 4.633 1.671
N 0.663 3.742 -3.108
C 0.191 2.827 -2.263
S 1.130 1.317 -2.184
N -0.869 3.100 -1.555
N -1.210 2.061 -0.720
C -2.375 2.064 -0.170
C -2.748 0.896 0.632
C -3.976 0.798 1.251
C -4.287 -0.376 1.937
C -3.362 -1.402 1.960
C -2.142 -1.231 1.320
N -1.825 -0.108 0.673
H 1.481 3.573 -3.668
H 0.160 4.609 -3.224
H -3.057 2.889 -0.343
H -4.676 1.618 1.200
H -5.239 -0.478 2.437
H -3.563 -2.329 2.477
H -1.381 -1.997 1.355
C 2.648 -4.387 -1.828
N 2.051 -3.358 -0.985
C 2.063 -3.370 0.467
C 1.310 -2.096 0.789
O 1.014 -1.671 1.872
N 0.988 -1.459 -0.422
C 1.445 -2.270 -1.426
N 1.291 -1.978 -2.710
H 3.238 -5.043 -1.195
H 3.320 -3.935 -2.558
H 1.877 -4.975 -2.327
H 3.079 -3.325 0.862
H 1.551 -4.240 0.879
H 0.878 -1.103 -2.992
H 1.647 -2.584 -3.432

---

3.
The following is a DFT calculation (ωB97M-V with the def2-TZVPD basis set) of C6H14O3Se2Te2Ti as an isolated structure in a non-equilibrium geometry.

Results
Lowest unoccupied orbital energy (alpha / beta)   -0.18 / -0.71 eV
Kohn-Sham gap (alpha / beta)   6.57 / 6.34 eV
Highest occupied orbital energy (alpha / beta)   -6.747 / -7.054 eV

Positions of all 28 atoms, in Å:
Ti -0.798 0.994 -0.810
C -2.002 -1.933 -1.192
O -1.050 -1.155 -0.428
C -0.980 -1.539 0.954
C -1.216 -0.332 1.819
O -0.462 0.787 1.299
C 0.874 0.953 1.805
C 1.850 0.209 0.934
O 1.497 0.507 -0.407
C 2.612 0.532 -1.304
H -2.921 -2.026 -0.616
H -1.563 -2.908 -1.402
H -2.200 -1.382 -2.102
H 0.003 -1.980 1.123
H -1.730 -2.299 1.171
H -0.905 -0.535 2.845
H -2.252 -0.010 1.787
H 0.916 0.623 2.844
H 1.058 2.022 1.751
H 1.824 -0.872 1.092
H 2.862 0.558 1.153
H 3.386 1.185 -0.897
H 2.249 0.927 -2.245
H 3.000 -0.479 -1.443
Se -0.283 0.389 -3.252
Te -1.094 2.720 -3.004
Te 0.391 3.625 -0.980
Se -3.065 1.417 -0.493

---

4.
The following is a DFT calculation (ωB97M-V with the def2-TZVPD basis set) of C7H8BrFN2O2S in the gas phase in a non-equilibrium geometry.

Results
Lowest unoccupied orbital energy (alpha / beta)   -0.82 / -0.82 eV
Kohn-Sham gap (alpha / beta)   8.69 / 8.69 eV
Structure (SMILES)   CSC1=N[C@](F)([C@H](Br)C(=O)O)CC=N1
Highest occupied orbital energy (alpha / beta)   -9.516 / -9.516 eV

Positions of all 22 atoms, in Å:
C -2.879 0.961 0.971
S -1.382 0.580 1.973
C -0.420 0.009 0.701
N 0.405 -0.901 1.017
C 1.192 -1.591 0.011
F 0.703 -2.865 -0.107
C 2.758 -1.753 0.553
Br 3.943 -2.140 -0.880
C 2.744 -2.811 1.636
O 3.569 -3.663 1.687
O 1.838 -2.535 2.596
C 1.279 -0.948 -1.404
C 0.126 0.037 -1.532
N -0.714 0.357 -0.599
H -3.674 0.367 1.387
H -2.518 0.687 -0.067
H -3.051 1.983 1.190
H 2.970 -0.730 0.839
H 1.375 -1.715 2.324
H 1.386 -1.718 -2.190
H 2.133 -0.295 -1.432
H 0.058 0.475 -2.534

---

Energy above the lowest of the compared OMol25 structures with the same formula, charge and spin (computed, kJ/mol): 303.18 0.00 18.63 0.00